# 1
Density functional theory data (ωB97M-V with the def2-TZVPD basis set) for a gas-phase ion, CH4BrN4 (charge +1).

Output
DFT total energy = -77093.3952 eV
SMILES = [H]/N=N/C(=[NH2+])NBr
ΔE to the lowest compared entry with this formula, charge and spin = 198.7 kJ/mol
Total charge = +1
HOMO (spin up / spin down) = -0.520 / -0.520 Ha

Element x y z (Å)
C 0.164 -0.310 -0.128
N 0.736 1.651 1.153
N 0.742 0.653 0.384
N -1.354 -0.003 -0.655
N 0.567 -1.501 -0.250
Br -2.512 0.638 0.607
H 1.418 2.401 0.841
H -1.376 0.628 -1.428
H 1.371 -1.882 0.254
H 0.244 -2.275 -0.778

Löwdin atomic charges, in units of e: -0.409 0.251 0.066 -0.409 0.238 0.780 0.139 0.034 0.166 0.144



# 2
Density functional theory data (ωB97M-V with the def2-TZVPD basis set) for a single CH4BrNO molecule.

Output
DFT total energy = -74679.2651 eV
SMILES = NOCBr
ΔE to the lowest compared entry with this formula, charge and spin = 44.1 kJ/mol
HOMO = -0.356 Ha

Element x y z (Å)
C 0.749 -0.349 0.345
N -1.333 0.573 -0.462
O 0.122 0.559 -0.380
Br 1.520 0.381 2.150
H 1.715 -0.778 -0.215
H 0.148 -1.191 0.599
H -1.381 1.244 -1.182
H -1.539 -0.439 -0.855

Löwdin atomic charges, in units of e: -0.599 0.074 -0.274 0.438 0.120 0.046 0.061 0.135



# 3
Density functional theory data (ωB97M-V with the def2-TZVPD basis set) for a molecular structure, CH4BrP.

Output
DFT total energy = -80432.0692 eV
ΔE to the lowest compared entry with this formula, charge and spin = 117.5 kJ/mol
HOMO = -0.338 Ha

Element x y z (Å)
C 0.463 -0.154 0.236
P -1.660 -1.003 -0.076
Br -2.510 -0.278 1.819
H 0.772 -0.531 1.128
H 0.153 0.961 0.279
H 0.929 -0.281 -0.715
H -1.911 0.170 -0.751

Löwdin atomic charges, in units of e: -0.204 0.350 0.091 -0.055 0.031 -0.018 -0.194



# 4
Density functional theory data (ωB97M-V with the def2-TZVPD basis set) for a molecular structure, CH4Cl2N2.

Output
DFT total energy = -29123.9456 eV
ΔE to the lowest compared entry with this formula, charge and spin = 84.9 kJ/mol
HOMO = -0.368 Ha

Element x y z (Å)
C -2.091 1.474 -0.757
N 1.267 -0.684 -0.195
N -1.224 0.742 -0.902
Cl 2.884 -0.117 -0.738
Cl -1.822 -1.528 -0.276
H -2.985 2.082 -0.470
H 1.109 -1.665 -0.500
H 1.432 -0.898 0.775
H -1.088 -0.450 -0.606

Löwdin atomic charges, in units of e: 0.041 -0.426 -0.013 0.405 0.220 0.118 0.017 -0.003 -0.358



# 5
Density functional theory data (ωB97M-V with the def2-TZVPD basis set) for a gas-phase ion, CH4Cl3N2Si (charge +1).

Output
DFT total energy = -49524.7492 eV
SMILES = NC(=[NH2+])[Si](Cl)(Cl)Cl
ΔE to the lowest compared entry with this formula, charge and spin = 31.8 kJ/mol
Total charge = +1
HOMO = -0.581 Ha

Element x y z (Å)
C 0.840 -0.075 0.005
N 0.077 -1.066 -0.568
N 0.305 1.034 0.368
Si 2.807 -0.084 -0.023
Cl 3.091 0.013 -2.006
Cl 3.261 1.600 0.904
Cl 3.325 -1.506 1.197
H -0.834 -0.970 -0.870
H 0.508 -1.923 -0.880
H -0.619 1.380 0.236
H 0.914 1.605 0.814

Löwdin atomic charges, in units of e: -0.413 0.180 0.186 -0.738 0.446 0.480 0.486 0.097 0.120 0.154 0.004



# 6
Density functional theory data (ωB97M-V with the def2-TZVPD basis set) for 2 unconnected molecules or ions with the total composition CH4ClN2O.

Output
DFT total energy = -18642.8721 eV
ΔE to the lowest compared entry with this formula, charge and spin = 82.9 kJ/mol
Total charge = +1
HOMO = -0.596 Ha

Element x y z (Å)
C -0.155 1.063 0.873
N -0.175 -1.215 -0.634
N 0.385 1.953 0.329
O -0.662 0.155 1.402
Cl 1.585 -1.469 -0.406
H -0.652 -2.038 -0.836
H -0.741 -0.718 0.174
H -0.417 -0.570 -1.501
H 0.832 2.840 0.597

Löwdin atomic charges, in units of e: -0.416 -0.220 0.262 0.138 0.725 0.083 0.082 0.196 0.150



# 7
Density functional theory data (ωB97M-V with the def2-TZVPD basis set) for a single CH4ClN2P molecule.

Output
DFT total energy = -25891.1141 eV
SMILES = [H]/N=P(/Cl)=N\C
ΔE to the lowest compared entry with this formula, charge and spin = 41.0 kJ/mol
HOMO = -0.346 Ha

Element x y z (Å)
C -0.805 -1.466 -0.008
N 0.387 -0.638 -0.253
N 0.575 2.610 0.313
P 0.737 0.963 0.006
Cl 2.623 0.859 -0.562
H -1.119 -1.968 -0.854
H -1.594 -0.971 0.403
H -0.481 -2.428 0.467
H -0.323 3.039 0.488

Löwdin atomic charges, in units of e: -0.209 -0.331 -0.271 0.399 0.309 0.036 0.030 0.092 -0.056



# 8
Density functional theory data (ωB97M-V with the def2-TZVPD basis set) for 2 unconnected molecules or ions with the total composition CH4ClN2S.

Output
DFT total energy = -27428.4953 eV
ΔE to the lowest compared entry with this formula, charge and spin = 406.8 kJ/mol
Total charge = +1
HOMO (spin up / spin down) = -0.489 / -0.487 Ha

Element x y z (Å)
C -0.280 0.045 0.433
N 0.065 0.854 -0.579
N -0.399 -1.303 0.343
S -3.377 0.863 1.416
Cl -4.346 -0.308 2.685
H 0.581 0.571 -1.456
H 0.172 1.911 -0.442
H 0.005 -1.886 -0.463
H -0.552 -1.792 1.202

Löwdin atomic charges, in units of e: -0.202 0.067 0.075 0.334 0.189 0.143 0.148 0.158 0.087



# 9
Density functional theory data (ωB97M-V with the def2-TZVPD basis set) for 2 unconnected molecules or ions with the total composition CH4ClN2S.

Output
DFT total energy = -27430.9200 eV
ΔE to the lowest compared entry with this formula, charge and spin = 172.8 kJ/mol
Total charge = +1
HOMO = -0.492 Ha

Element x y z (Å)
C 1.218 0.191 -0.134
N 2.412 0.576 0.242
N 0.155 -0.070 -0.533
S -2.834 -0.638 -0.631
Cl -3.759 0.398 0.771
H 3.077 1.085 -0.233
H 2.903 0.116 1.128
H -2.339 -1.704 0.179
H -0.834 0.047 -0.787

Löwdin atomic charges, in units of e: -0.107 0.205 0.313 0.261 0.104 0.106 0.225 -0.086 -0.022



# 10
Density functional theory data (ωB97M-V with the def2-TZVPD basis set) for 2 unconnected molecules or ions with the total composition CH4ClNO.

Output
DFT total energy = -17160.8697 eV
ΔE to the lowest compared entry with this formula, charge and spin = 156.8 kJ/mol
HOMO = -0.315 Ha

Element x y z (Å)
C -0.124 0.160 -0.347
N -0.686 -0.877 0.307
O -0.233 1.344 0.216
Cl 2.438 -0.300 0.182
H -0.048 0.233 -1.440
H -0.784 -0.719 1.266
H -0.560 -1.929 0.191
H -0.003 2.089 -0.374

Löwdin atomic charges, in units of e: -0.380 0.131 0.051 -0.347 0.138 0.089 0.170 0.149



# 11
Density functional theory data (ωB97M-V with the def2-TZVPD basis set) for 2 unconnected molecules or ions with the total composition CH4ClNO.

Output
DFT total energy = -17156.9042 eV
ΔE to the lowest compared entry with this formula, charge and spin = 539.4 kJ/mol
HOMO (spin up / spin down) = -0.347 / -0.257 Ha

Element x y z (Å)
C 0.651 1.027 -0.065
N -1.014 -1.145 0.100
O 1.733 0.719 0.563
Cl -2.617 -0.950 -0.514
H -0.320 0.549 0.131
H 0.809 1.535 -1.057
H -0.807 -1.901 -0.501
H 1.565 0.167 1.343

Löwdin atomic charges, in units of e: -0.088 -0.458 0.004 0.424 -0.012 0.089 -0.082 0.124



# 12
Density functional theory data (ωB97M-V with the def2-TZVPD basis set) for a single CH4ClO2P molecule.

Output
DFT total energy = -27006.5508 eV
SMILES = OPOCCl
ΔE to the lowest compared entry with this formula, charge and spin = 174.9 kJ/mol
HOMO = -0.315 Ha

Element x y z (Å)
C -1.189 1.015 -0.028
O 1.181 -1.512 0.935
O 0.468 0.544 -0.405
P 0.613 -1.081 -0.558
Cl -2.058 -0.345 0.398
H -1.168 1.666 0.996
H -1.349 1.497 -1.016
H 1.859 -0.785 1.242
H 1.643 -0.998 -1.564

Löwdin atomic charges, in units of e: -0.576 -0.388 -0.542 0.647 0.620 0.115 0.077 0.101 -0.055



# 13
Density functional theory data (ωB97M-V with the def2-TZVPD basis set) for 2 unconnected molecules or ions with the total composition CH4ClO3P.

Output
DFT total energy = -29053.8176 eV
SMILES = O=POCl.CO
ΔE to the lowest compared entry with this formula, charge and spin = 151.4 kJ/mol
HOMO = -0.386 Ha

Element x y z (Å)
C -1.639 0.191 0.238
O 2.837 2.135 -0.305
O -1.286 -1.225 0.251
O 2.197 -0.215 -0.731
P 2.419 0.990 0.477
Cl 1.909 -1.805 -0.181
H -1.687 0.467 1.264
H -2.620 0.227 -0.153
H -0.956 0.899 -0.264
H -1.174 -1.663 -0.597

Löwdin atomic charges, in units of e: -0.126 -0.434 -0.172 -0.897 0.813 0.563 0.066 0.058 0.074 0.056



# 14
Density functional theory data (ωB97M-V with the def2-TZVPD basis set) for a molecular structure, CH4ClOV.

Output
2S+1 = 5
DFT total energy = -41336.0495 eV
ΔE to the lowest compared entry with this formula, charge and spin = 0.0 kJ/mol
Total charge = +2
HOMO (spin up / spin down) = -0.723 / -0.734 Ha

Element x y z (Å)
V 4.029 -0.989 0.947
Cl 2.678 -1.212 -0.907
C -1.493 0.428 -0.004
O -0.133 0.663 -0.091
H -1.954 1.411 0.198
H -1.859 0.132 -1.035
H -1.723 -0.323 0.756
H 0.456 -0.109 0.135

Löwdin atomic charges, in units of e: 1.122 0.000 0.046 0.206 0.161 0.216 0.142 0.107



# 15
Density functional theory data (ωB97M-V with the def2-TZVPD basis set) for a molecular structure, CH4CsO.

Output
DFT total energy = -3689.4323 eV
ΔE to the lowest compared entry with this formula, charge and spin = 222.4 kJ/mol
Total charge = +1
HOMO = -0.574 Ha

Element x y z (Å)
Cs -0.733 -0.433 2.190
C 0.337 -0.225 -0.430
O -0.727 0.363 0.206
H 0.094 -0.226 -1.493
H 1.200 0.438 -0.380
H 0.623 -1.202 -0.040
H -0.795 1.286 -0.052

Löwdin atomic charges, in units of e: 1.527 -0.235 -0.686 0.110 0.104 0.066 0.114



# 16
Density functional theory data (ωB97M-V with the def2-TZVPD basis set) for a molecular structure, CH4DyO2.

Output
2S+1 = 7
DFT total energy = -29254.0122 eV
ΔE to the lowest compared entry with this formula, charge and spin = 408.1 kJ/mol
Total charge = +2
HOMO (spin up / spin down) = -0.690 / -0.756 Ha

Element x y z (Å)
H -1.462 2.151 -0.571
O -0.492 0.976 -0.153
Dy -2.251 0.460 -1.813
O 0.739 0.557 0.064
C 0.829 -0.787 0.551
H 1.786 -0.861 1.074
H -0.034 -1.053 1.174
H 0.884 -1.443 -0.326

Löwdin atomic charges, in units of e: 0.139 -0.383 1.842 -0.027 0.042 0.138 0.126 0.124



# 17
Density functional theory data (ωB97M-V with the def2-TZVPD basis set) for a molecular structure, CH4F2Si.

Output
DFT total energy = -14413.0401 eV
ΔE to the lowest compared entry with this formula, charge and spin = 474.8 kJ/mol
HOMO = -0.367 Ha

Element x y z (Å)
C -1.044 0.411 0.608
F -3.303 1.282 1.523
F 0.414 -2.104 1.213
Si -1.084 -1.373 0.850
H -0.030 0.833 0.328
H -1.643 0.620 -0.251
H -2.244 0.885 1.414
H -1.986 -2.459 0.918

Löwdin atomic charges, in units of e: -0.279 -0.339 -0.272 0.891 0.039 -0.020 0.024 -0.043



# 18
Density functional theory data (ωB97M-V with the def2-TZVPD basis set) for a molecular structure, CH4FNO2.

Output
DFT total energy = -9401.2430 eV
ΔE to the lowest compared entry with this formula, charge and spin = 396.5 kJ/mol
HOMO = -0.378 Ha

Element x y z (Å)
C 0.308 -0.369 -0.023
N -0.809 0.135 0.756
O -0.201 -0.665 -1.283
O 1.375 0.482 -0.161
F -0.400 0.459 2.039
H 0.677 -1.262 0.511
H -1.136 1.309 0.226
H -0.993 -1.209 -1.205
H 1.178 1.120 -0.860

Löwdin atomic charges, in units of e: -0.578 -0.012 0.022 0.035 -0.097 0.163 0.255 0.106 0.107



# 19
Density functional theory data (ωB97M-V with the def2-TZVPD basis set) for a single CH4FNP2 molecule.

Output
DFT total energy = -23883.9014 eV
SMILES = [H]/N=C/P(F)#[PH2]
ΔE to the lowest compared entry with this formula, charge and spin = 299.2 kJ/mol
HOMO = -0.317 Ha

Element x y z (Å)
C 1.020 -0.113 -0.822
N 1.533 -0.417 -1.859
F 0.853 -2.579 1.920
P -1.214 -1.058 0.986
P 0.984 -0.983 1.137
H 1.417 0.209 -2.765
H -1.432 -0.630 2.187
H -1.153 0.205 0.586
H 0.307 0.664 -0.532

Löwdin atomic charges, in units of e: -0.482 0.020 -0.537 0.576 0.723 0.125 -0.214 -0.219 0.009



# 20
Density functional theory data (ωB97M-V with the def2-TZVPD basis set) for a single CH4FOP molecule.

Output
DFT total energy = -15154.6903 eV
SMILES = OCPF
ΔE to the lowest compared entry with this formula, charge and spin = 186.3 kJ/mol
HOMO = -0.365 Ha

Element x y z (Å)
C -0.584 0.258 0.421
O -0.584 -1.204 1.009
F 1.611 -0.205 -0.731
P 0.034 -0.050 -1.298
H -1.608 0.625 0.460
H 0.233 0.795 0.930
H 0.424 -1.485 1.004
H 0.474 1.266 -1.794

Löwdin atomic charges, in units of e: -0.391 -0.231 -0.443 0.871 0.069 0.071 0.107 -0.053